[1]
Below is a molecular structure, C4H3N3O2 at a distorted geometry, with properties calculated with ωB97M-V with the def2-TZVPD basis set.

Geometry (Å):
C: 1.551 -0.403 0.054
C: -0.500 -1.054 -0.669
C: -1.861 -0.218 -0.270
C: -0.924 1.127 0.243
H: 2.294 1.283 -0.575
H: -0.915 2.527 -0.087
H: -0.944 0.786 1.710
N: 1.424 -1.638 0.214
N: 0.199 -2.162 0.053
N: 0.145 0.050 -0.718
O: 2.488 0.397 -0.037
O: -2.957 -0.697 0.082

Properties
Kohn-Sham gap   7.855 eV
Highest occupied orbital energy   -8.85 eV
Total charge   0
E   -468.6160 a.u.

Here are the Mulliken charges for atoms 1 to 8, given in e:
1. C 0.656
2. C 0.163
3. C 0.331
4. C -0.418
5. H 0.411
6. H 0.318
7. H 0.280
8. N -0.231

=====

[2]
Below is C3H5Br2P in the gas phase at a distorted geometry, with properties calculated with ωB97M-V with the def2-TZVPD basis set.

Geometry (Å):
C: -0.491 0.460 1.952
C: 0.259 -0.893 -0.455
C: 1.223 -0.225 -1.313
P: -1.004 -0.123 0.423
Br: -2.359 -1.986 0.509
Br: -2.146 1.714 -0.562
H: -0.219 1.517 1.748
H: 0.018 -0.126 2.716
H: 2.279 -0.360 -1.003
H: 1.213 0.729 -1.623
H: 1.228 -0.708 -2.391

Properties
Kohn-Sham gap (alpha / beta)   6.895 / 7.156 eV
Highest occupied orbital energy (alpha / beta)   -8.75 / -8.92 eV
Total charge   0
E   -5606.5254 a.u.

Here are the Mulliken charges for atoms 1 to 8, given in e:
1. C -0.673
2. C -0.128
3. C -0.847
4. P 0.561
5. Br -0.236
6. Br -0.258
7. H 0.249
8. H 0.338

=====

[3]
Below is 3 unconnected molecules or ions with the total composition C36H36NO8PS at a distorted geometry, with properties calculated with ωB97M-V with the def2-TZVPD basis set.

Geometry (Å):
C: 3.851 -1.900 3.175
O: 2.635 -1.273 2.839
C: 2.766 0.094 2.474
C: 2.116 1.024 3.483
C: 0.594 0.931 3.495
C: 0.020 -0.359 4.083
C: -1.470 -0.203 4.368
C: -2.209 -1.526 4.518
C: -3.609 -1.348 5.055
O: -4.424 -0.849 3.942
S: -5.916 -1.361 3.773
O: -6.486 -0.443 2.813
O: -5.639 -2.758 2.924
P: -4.943 -2.816 1.439
N: -3.407 -2.875 1.353
H: 4.492 -2.038 2.296
H: 4.407 -1.327 3.927
H: 3.608 -2.878 3.590
H: 2.302 0.233 1.491
H: 3.826 0.349 2.362
H: 2.509 0.786 4.479
H: 2.425 2.046 3.250
H: 0.223 1.070 2.474
H: 0.197 1.767 4.081
H: 0.166 -1.198 3.399
H: 0.549 -0.582 5.015
H: -1.605 0.388 5.283
H: -1.917 0.372 3.552
H: -2.301 -2.010 3.544
H: -1.644 -2.211 5.158
H: -4.030 -2.282 5.431
H: -3.662 -0.582 5.831
H: -5.616 -3.983 1.082
H: -5.617 -1.797 0.757
H: -2.992 -2.082 0.876
C: 4.390 1.653 -6.695
C: 5.043 2.211 -5.601
C: 4.732 1.793 -4.319
C: 3.762 0.817 -4.123
C: 3.100 0.265 -5.220
C: 3.421 0.682 -6.506
C: 2.033 -0.766 -5.043
O: 1.466 -1.251 -5.998
C: 1.690 -1.169 -3.649
C: 0.671 -2.092 -3.445
C: 0.338 -2.484 -2.159
C: 1.027 -1.963 -1.069
C: 2.043 -1.043 -1.268
C: 2.375 -0.638 -2.554
C: 3.456 0.374 -2.731
O: 4.061 0.824 -1.782
H: 4.639 1.977 -7.697
H: 5.796 2.974 -5.752
H: 5.232 2.211 -3.456
H: 2.901 0.237 -7.343
H: 0.149 -2.488 -4.305
H: -0.460 -3.198 -2.002
H: 0.771 -2.272 -0.064
H: 2.588 -0.629 -0.432
C: 0.903 1.379 -3.938
C: 1.787 1.693 -2.911
C: 1.326 1.824 -1.613
C: -0.025 1.647 -1.336
C: -0.913 1.343 -2.368
C: -0.443 1.206 -3.669
C: -2.373 1.166 -2.107
O: -3.141 0.885 -3.001
C: -2.847 1.339 -0.703
C: -4.204 1.199 -0.427
C: -4.663 1.313 0.875
C: -3.769 1.581 1.906
C: -2.421 1.742 1.635
C: -1.953 1.615 0.333
C: -0.493 1.775 0.075
O: 0.287 1.989 0.979
H: 1.268 1.271 -4.952
H: 2.839 1.833 -3.126
H: 1.998 2.061 -0.799
H: -1.146 0.962 -4.453
H: -4.880 0.981 -1.243
H: -5.713 1.185 1.097
H: -4.131 1.653 2.922
H: -1.711 1.952 2.424

Properties
Kohn-Sham gap   7.553 eV
Highest occupied orbital energy   -9.06 eV
Total charge   0
E   -2789.5535 a.u.

Here are the Mulliken charges for atoms 1 to 8, given in e:
1. C -0.864
2. O -0.257
3. C 0.426
4. C -0.958
5. C -0.056
6. C -0.442
7. C 0.467
8. C -0.472

=====

[4]
Below is 12 unconnected molecules or ions with the total composition C39H102O12 at a distorted geometry, with properties calculated with ωB97M-V with the def2-TZVPD basis set.

Geometry (Å):
C: -1.063 -1.767 5.449
C: -0.552 -1.461 4.049
C: 0.837 -2.043 3.732
O: -1.452 -2.067 3.126
H: -1.120 -2.843 5.610
H: -2.067 -1.382 5.629
H: -0.350 -1.446 6.208
H: -0.592 -0.385 3.879
H: 0.738 -3.128 3.743
H: 1.578 -1.718 4.462
H: 1.223 -1.636 2.797
H: -1.029 -2.043 2.264
C: -1.008 -5.094 0.856
C: -1.973 -5.224 1.987
C: -2.568 -6.629 2.175
O: -1.253 -4.897 3.188
H: -1.519 -5.071 -0.107
H: -0.285 -5.910 0.855
H: -0.368 -4.211 0.867
H: -2.739 -4.472 1.797
H: -1.788 -7.386 2.097
H: -3.296 -6.810 1.384
H: -3.029 -6.834 3.142
H: -1.056 -3.957 3.186
C: -1.220 0.400 0.658
C: -0.099 -0.382 -0.128
C: 1.217 0.452 -0.004
O: 0.045 -1.649 0.449
H: -1.383 1.451 0.418
H: -0.984 0.358 1.722
H: -2.119 -0.207 0.556
H: -0.517 -0.456 -1.132
H: 1.449 0.697 1.033
H: 1.045 1.338 -0.615
H: 2.066 -0.032 -0.488
H: 0.728 -2.140 -0.013
C: 5.046 0.651 0.891
C: 6.180 1.652 1.067
O: 6.845 1.745 -0.180
C: 7.922 2.652 -0.112
C: 8.661 2.638 -1.404
H: 5.338 -0.238 0.332
H: 4.642 0.276 1.831
H: 4.217 1.101 0.345
H: 5.807 2.596 1.464
H: 6.761 1.213 1.879
H: 7.583 3.655 0.148
H: 8.583 2.393 0.715
H: 9.605 3.137 -1.185
H: 8.156 3.159 -2.218
H: 8.848 1.589 -1.635
C: -4.248 1.029 3.406
C: -4.686 -0.462 3.314
O: -6.059 -0.450 2.828
C: -6.530 -1.752 2.599
C: -8.053 -1.497 2.229
H: -3.165 1.103 3.308
H: -4.723 1.563 2.583
H: -4.515 1.554 4.323
H: -4.121 -0.957 2.524
H: -4.553 -0.995 4.255
H: -5.992 -2.367 1.877
H: -6.504 -2.354 3.507
H: -8.619 -2.427 2.184
H: -8.106 -0.950 1.288
H: -8.449 -0.936 3.075
C: 0.152 -2.827 -2.587
C: 1.188 -3.778 -2.030
O: 1.735 -3.169 -0.837
C: 2.879 -3.938 -0.410
C: 3.462 -3.125 0.730
H: 0.627 -1.865 -2.782
H: -0.282 -3.205 -3.512
H: -0.699 -2.667 -1.924
H: 0.731 -4.751 -1.850
H: 1.940 -3.956 -2.798
H: 2.597 -4.899 0.021
H: 3.647 -3.992 -1.182
H: 3.602 -2.077 0.465
H: 4.439 -3.552 0.956
H: 2.825 -3.059 1.612
C: 9.090 -1.884 -3.121
C: 7.869 -1.582 -2.238
O: 6.707 -1.810 -2.936
C: 5.586 -1.133 -2.384
C: 4.320 -1.454 -3.262
H: 8.934 -2.898 -3.489
H: 9.406 -1.229 -3.933
H: 10.035 -1.917 -2.578
H: 7.918 -2.196 -1.338
H: 7.960 -0.553 -1.892
H: 5.326 -1.474 -1.382
H: 5.726 -0.056 -2.297
H: 4.474 -1.368 -4.338
H: 3.487 -0.857 -2.890
H: 4.033 -2.494 -3.108
C: -3.153 4.260 1.715
C: -4.596 4.743 1.484
O: -4.904 5.618 2.535
C: -6.260 6.112 2.372
C: -6.433 7.034 3.590
H: -2.498 5.119 1.862
H: -3.079 3.617 2.593
H: -2.810 3.644 0.884
H: -4.637 5.233 0.511
H: -5.226 3.854 1.530
H: -6.325 6.701 1.457
H: -7.010 5.332 2.241
H: -6.328 6.485 4.525
H: -7.373 7.584 3.634
H: -5.662 7.799 3.500
C: -0.247 0.934 -3.683
C: 1.183 1.414 -3.719
O: 1.817 0.970 -4.947
C: 3.103 1.544 -5.148
C: 3.495 1.311 -6.643
H: -0.659 1.157 -2.699
H: -0.793 1.387 -4.510
H: -0.214 -0.146 -3.828
H: 1.223 2.486 -3.528
H: 1.683 0.931 -2.880
H: 3.177 2.608 -4.923
H: 3.748 1.116 -4.381
H: 2.634 1.519 -7.278
H: 3.668 0.252 -6.830
H: 4.279 1.958 -7.038
C: 0.226 5.062 0.934
C: 0.652 4.071 -0.136
O: 0.860 4.830 -1.365
H: -0.518 5.813 0.671
H: 1.097 5.651 1.220
H: -0.033 4.516 1.841
H: -0.166 3.389 -0.368
H: 1.496 3.466 0.196
H: -0.005 5.083 -1.697
C: -3.953 -2.156 -0.405
C: -3.633 -2.178 -1.911
O: -4.761 -2.307 -2.743
H: -4.312 -3.115 -0.031
H: -4.700 -1.415 -0.119
H: -3.025 -2.007 0.147
H: -3.007 -3.024 -2.197
H: -3.128 -1.297 -2.308
H: -5.169 -3.173 -2.664
C: -4.161 1.477 -1.049
C: -4.891 2.403 -1.989
O: -4.326 3.639 -1.722
H: -4.309 1.722 0.003
H: -3.087 1.519 -1.232
H: -4.552 0.468 -1.177
H: -5.975 2.460 -1.896
H: -4.627 2.244 -3.034
H: -4.882 4.313 -2.121

Properties
Kohn-Sham gap   10.199 eV
Highest occupied orbital energy   -9.65 eV
Total charge   0
E   -2449.8058 a.u.

Here are the Mulliken charges for atoms 1 to 8, given in e:
1. C -1.596
2. C 0.927
3. C -0.996
4. O -0.537
5. H 0.324
6. H 0.309
7. H 0.384
8. H 0.275

=====

[5]
Below is 3 unconnected molecules or ions with the total composition C21H49ClO10P2Si at a distorted geometry, with properties calculated with ωB97M-V with the def2-TZVPD basis set.

Geometry (Å):
C: -4.302 0.502 -3.766
C: -4.723 0.783 -2.319
C: -3.647 0.469 -1.243
C: -2.264 0.104 -1.781
C: -1.255 -0.145 -0.651
C: 0.180 0.263 -1.078
C: 1.258 -0.697 -0.552
C: 2.391 -1.164 -1.497
C: 2.237 -0.919 -2.990
C: 1.162 -1.792 -3.678
Si: 0.136 -0.911 -4.984
C: 1.061 0.450 -5.907
C: 0.396 1.835 -5.653
C: 1.122 2.708 -4.633
O: 0.378 2.833 -3.418
C: -0.581 -2.276 -6.120
C: -0.847 -1.824 -7.505
O: -1.102 -0.731 -7.868
Cl: -0.802 -3.149 -8.730
H: -3.500 1.168 -4.083
H: -5.138 0.693 -4.434
H: -3.927 -0.510 -3.897
H: -4.947 1.846 -2.271
H: -5.623 0.199 -2.143
H: -3.511 1.403 -0.693
H: -4.014 -0.266 -0.529
H: -2.364 -0.816 -2.355
H: -1.936 0.923 -2.416
H: -1.277 -1.209 -0.421
H: -1.567 0.410 0.232
H: 0.333 1.236 -0.608
H: 0.152 0.402 -2.154
H: 1.732 -0.224 0.305
H: 0.769 -1.575 -0.136
H: 2.496 -2.242 -1.365
H: 3.342 -0.751 -1.165
H: 3.181 -1.053 -3.513
H: 1.981 0.134 -3.147
H: 0.488 -2.240 -2.946
H: 1.684 -2.608 -4.182
H: -1.038 -0.279 -4.349
H: 2.073 0.506 -5.506
H: 1.095 0.277 -6.977
H: 0.410 2.370 -6.601
H: -0.645 1.729 -5.360
H: 2.131 2.343 -4.445
H: 1.210 3.713 -5.048
H: 0.916 2.521 -2.688
H: 0.042 -3.165 -6.137
H: -1.547 -2.558 -5.695
C: 4.488 -3.372 5.940
O: 3.381 -2.717 5.297
P: 2.826 -3.366 3.905
O: 3.878 -2.947 2.945
O: 1.466 -2.551 3.826
C: 1.173 -1.367 4.573
O: 2.183 -4.674 3.170
C: 2.642 -5.977 3.566
H: 4.697 -2.829 6.858
H: 4.246 -4.405 6.192
H: 5.364 -3.344 5.292
H: 1.868 -0.567 4.319
H: 1.193 -1.564 5.642
H: 0.169 -1.053 4.302
H: 2.421 -6.175 4.616
H: 3.716 -6.074 3.389
H: 2.115 -6.706 2.958
C: -2.614 4.452 3.863
O: -2.455 3.676 5.068
P: -0.997 3.003 5.355
O: -0.958 1.805 4.485
O: -1.379 2.680 6.886
C: -2.697 2.658 7.421
O: 0.544 3.242 5.828
C: 1.343 4.211 5.122
H: -3.627 4.843 3.860
H: -1.916 5.288 3.836
H: -2.468 3.817 2.988
H: -3.304 1.897 6.931
H: -3.175 3.631 7.337
H: -2.601 2.408 8.476
H: 0.922 5.213 5.214
H: 1.431 3.941 4.067
H: 2.330 4.207 5.573

Properties
Kohn-Sham gap   9.235 eV
Highest occupied orbital energy   -9.49 eV
Total charge   0
E   -3014.3688 a.u.

Here are the Mulliken charges for atoms 1 to 8, given in e:
1. C -1.052
2. C -0.452
3. C -0.975
4. C 0.246
5. C -1.086
6. C 0.835
7. C -0.857
8. C -1.187

=====

[6]
Below is C4H7N3O in the gas phase at a distorted geometry, with properties calculated with ωB97M-V with the def2-TZVPD basis set.

Geometry (Å):
C: -1.473 1.362 1.001
O: -0.876 1.070 -0.292
N: 0.236 0.294 0.017
C: 1.613 0.749 0.049
N: 2.458 -0.163 -0.174
C: 1.650 -1.303 -0.395
C: 0.404 -0.962 -0.402
N: -0.740 -1.597 -0.698
H: -2.071 0.383 1.329
H: -0.875 1.697 1.868
H: -2.204 2.254 0.721
H: 1.904 1.738 0.193
H: 2.253 -2.221 -0.790
H: -0.716 -2.466 -1.352
H: -1.562 -0.834 -1.075

Properties
Kohn-Sham gap   8.678 eV
Highest occupied orbital energy   -7.91 eV
Total charge   0
E   -395.9809 a.u.

Here are the Mulliken charges for atoms 1 to 8, given in e:
1. C -0.431
2. O -0.317
3. N 0.241
4. C -0.292
5. N -0.525
6. C -0.541
7. C 0.363
8. N -0.536

=====

[7]
Below is 3 unconnected molecules or ions with the total composition C22H54BIN3O6, with properties calculated with ωB97M-V with the def2-TZVPD basis set.

Geometry (Å):
C: 6.447 -1.483 1.730
C: 5.873 -1.574 0.301
C: 6.886 -2.166 -0.689
C: 4.571 -2.393 0.297
C: 3.756 -2.312 -1.005
B: 2.121 -2.477 -0.815
C: 1.479 -2.466 -2.335
N: 0.038 -2.798 -2.504
C: 1.762 -3.846 -0.002
C: 0.390 -3.818 0.684
C: -0.111 -5.196 1.077
I: -0.792 -5.312 3.127
C: 1.511 -1.149 -0.052
O: 1.585 -1.251 1.378
O: 0.577 -0.424 1.986
H: 6.045 -0.609 2.252
H: 6.165 -2.370 2.306
H: 7.539 -1.402 1.734
H: 5.624 -0.559 -0.036
H: 6.850 -3.261 -0.679
H: 7.911 -1.863 -0.444
H: 6.691 -1.841 -1.715
H: 4.870 -3.439 0.466
H: 3.958 -2.106 1.161
H: 3.956 -1.341 -1.489
H: 4.106 -3.090 -1.703
H: 2.045 -3.179 -2.954
H: 1.643 -1.477 -2.794
H: -0.108 -3.775 -2.279
H: -0.514 -2.269 -1.835
H: 1.796 -4.692 -0.716
H: 2.506 -4.095 0.770
H: -0.354 -3.330 0.048
H: 0.482 -3.202 1.583
H: 0.689 -5.933 1.025
H: -0.962 -5.538 0.489
H: 2.081 -0.251 -0.366
H: 0.460 -0.966 -0.331
H: 0.867 0.461 1.738
C: -5.155 0.384 2.067
O: -5.866 -0.390 1.122
C: -6.314 0.333 -0.016
C: -5.601 -0.135 -1.266
N: -4.200 0.247 -1.229
C: -3.381 -0.303 -2.305
C: -3.210 -1.827 -2.347
O: -2.495 -2.440 -1.289
C: -3.292 -2.848 -0.189
H: -4.943 -0.261 2.917
H: -4.207 0.759 1.666
H: -5.750 1.238 2.409
H: -6.155 1.406 0.127
H: -7.389 0.157 -0.124
H: -6.072 0.333 -2.138
H: -5.751 -1.222 -1.351
H: -3.806 -0.044 -0.343
H: -2.391 0.149 -2.207
H: -3.793 0.026 -3.265
H: -2.630 -2.061 -3.244
H: -4.181 -2.331 -2.443
H: -4.283 -3.178 -0.519
H: -3.410 -2.054 0.555
H: -2.786 -3.685 0.295
C: -0.271 3.407 -1.974
O: 0.676 3.511 -0.936
C: 1.449 4.703 -0.942
C: 1.172 5.515 0.305
N: -0.186 6.043 0.288
C: -0.610 6.675 1.531
C: -0.736 5.802 2.775
O: -1.773 4.847 2.699
C: -1.413 3.592 2.143
H: -0.739 2.427 -1.894
H: -1.045 4.178 -1.890
H: 0.208 3.487 -2.954
H: 1.234 5.294 -1.838
H: 2.506 4.420 -0.961
H: 1.876 6.352 0.351
H: 1.370 4.867 1.170
H: -0.825 5.289 0.068
H: -1.587 7.133 1.353
H: 0.088 7.490 1.754
H: -0.992 6.461 3.611
H: 0.211 5.312 3.031
H: -0.372 3.339 2.359
H: -1.565 3.562 1.060
H: -2.053 2.836 2.596

Properties
Kohn-Sham gap   6.645 eV
Highest occupied orbital energy   -4.19 eV
Total charge   -1
E   -1808.7338 a.u.

Here are the Mulliken charges for atoms 1 to 8, given in e:
1. C -1.493
2. C 0.744
3. C -1.437
4. C -0.821
5. C -1.020
6. B 1.105
7. C -0.902
8. N -0.394

=====

[8]
Below is a gas-phase ion, C7H9O (charge +1) at a distorted geometry, with properties calculated with ωB97M-V with the def2-TZVPD basis set.

Geometry (Å):
C: -1.618 1.336 -0.856
C: -1.089 1.122 0.370
C: -1.226 0.545 -1.977
C: -0.339 -0.508 -1.886
C: -0.008 0.094 0.555
C: 0.310 -0.793 -0.569
C: 1.740 -0.531 2.135
O: 0.627 0.315 1.704
H: -2.447 2.039 -1.029
H: -1.524 1.646 1.163
H: -1.516 0.748 -3.006
H: -0.069 -1.062 -2.713
H: -0.260 -1.661 0.007
H: 1.347 -1.089 -0.537
H: 1.301 -1.481 2.439
H: 2.483 -0.631 1.295
H: 2.290 -0.089 2.905

Properties
Kohn-Sham gap   8.603 eV
Highest occupied orbital energy   -13.91 eV
Total charge   +1
E   -347.0372 a.u.

Here are the Mulliken charges for atoms 1 to 8, given in e:
1. C -0.260
2. C -0.539
3. C -0.304
4. C -0.647
5. C 0.658
6. C -0.302
7. C -0.684
8. O -0.278

=====

The lowest total charge belongs to which entry? C22H54BIN3O6

=====

Number 3 is which compound? C36H36NO8PS

=====

Among the records above, which one has the highest total charge? C7H9O